[1]
{"formula": "C3H8N4", "method": "wB97M-V/def2-TZVPD", "species": ["H", "N", "C", "N", "C", "C", "N", "N", "H", "H", "H", "H", "H", "H", "H"], "coordinates": [[-2.0339, 0.6563, 2.5533], [-1.3686, 0.3527, 1.7409], [-2.0891, -0.2097, 0.8968], [-1.3939, -0.6490, -0.2297], [-0.1487, -0.1617, -0.7493], [1.0006, 0.1504, 0.2160], [2.2255, 0.2543, -0.7352], [0.0095, -0.1236, -2.0264], [1.0247, 0.0565, -2.2263], [-3.1924, -0.2249, 0.8786], [-1.9086, -1.1881, -1.0515], [1.2218, -0.5952, 1.0284], [0.9253, 1.1940, 0.7042], [2.8475, -0.5329, -0.5083], [2.8802, 1.0210, -0.4915]], "nbo_charge": [0.339, -0.685, 0.276, -0.654, 0.413, -0.306, -0.864, -0.675, 0.389, 0.174, 0.415, 0.222, 0.235, 0.356, 0.364], "smiles": "[H]/N=C/N/C(CN)=N/[H]", "e_above_lowest_kcal_mol": 43.1, "fmax_ev_per_a": 5.0, "homo_ev": -8.97, "e_lumo_ev": 0.93, "homo_lumo_gap_ev": 9.9}

[2]
{"formula": "C63H43Br2O43S", "method": "wB97M-V/def2-TZVPD", "species": ["C", "C", "Br", "C", "Br", "S", "O", "O", "O", "H", "H", "H", "C", "C", "C", "O", "C", "C", "C", "O", "O", "O", "H", "H", "H", "H", "C", "C", "C", "O", "C", "C", "C", "O", "O", "O", "H", "H", "H", "H", "C", "C", "C", "O", "C", "C", "C", "O", "O", "O", "H", "H", "H", "H", "C", "C", "C", "O", "C", "C", "C", "O", "O", "O", "H", "H", "H", "H", "C", "C", "C", "O", "C", "C", "C", "O", "O", "O", "H", "H", "H", "H", "C", "C", "C", "O", "C", "C", "C", "O", "O", "O", "H", "H", "H", "H", "C", "C", "C", "O", "C", "C", "C", "O", "O", "O", "H", "H", "H", "H", "C", "C", "C", "O", "C", "C", "C", "O", "O", "O", "H", "H", "H", "H", "C", "C", "C", "O", "C", "C", "C", "O", "O", "O", "H", "H", "H", "H", "C", "C", "C", "O", "C", "C", "C", "O", "O", "O", "H", "H", "H", "H"], "coordinates": [[-3.9271, -0.2637, 5.4922], [-3.1327, -0.2715, 4.0538], [-3.5017, -1.6855, 2.6477], [-2.0927, 0.7539, 3.7690], [-1.1723, 0.6539, 1.9624], [-1.5294, 2.1285, 4.9104], [-2.4287, 3.4091, 4.7023], [-0.0883, 2.5542, 4.4267], [-1.3569, 1.6811, 6.5488], [-3.6880, -1.2795, 6.0722], [-3.7385, 0.6933, 6.1453], [-5.1006, -0.2879, 5.2886], [1.4755, 3.2806, 0.8359], [2.5705, 4.0146, 1.0427], [3.4340, 4.4517, -0.0891], [4.4235, 5.1414, 0.1302], [3.0591, 4.0256, -1.4465], [1.9659, 3.2887, -1.6527], [1.0877, 2.8752, -0.5240], [0.0795, 2.2134, -0.7469], [1.6091, 2.8825, -2.9255], [2.9428, 4.3972, 2.3183], [0.8376, 2.9579, 1.6491], [3.7051, 4.3351, -2.2580], [0.7828, 2.3640, -2.8118], [3.7657, 4.9207, 2.2039], [7.3061, 9.1067, 1.5485], [8.0141, 9.9148, 0.7569], [8.0923, 9.6845, -0.7122], [8.7352, 10.4550, -1.4165], [7.3861, 8.5185, -1.2657], [6.6811, 7.7086, -0.4734], [6.5804, 7.9549, 0.9913], [5.9098, 7.2034, 1.6910], [6.0172, 6.6094, -0.9865], [8.7009, 10.9979, 1.2739], [7.2388, 9.2637, 2.6177], [7.4660, 8.3526, -2.3324], [5.5808, 6.1851, -0.2158], [9.1323, 11.4256, 0.5023], [-5.8028, -6.3707, -0.7239], [-5.5587, -6.9742, 0.4410], [-4.6316, -6.3775, 1.4421], [-4.4416, -6.9458, 2.5116], [-3.9673, -5.1109, 1.0971], [-4.2089, -4.5093, -0.0693], [-5.1568, -5.0921, -1.0582], [-5.3725, -4.5065, -2.1140], [-3.5859, -3.3202, -0.4010], [-6.1601, -8.1775, 0.7611], [-6.4761, -6.7921, -1.4597], [-3.2823, -4.6973, 1.8261], [-3.9263, -3.0873, -1.2923], [-5.8244, -8.4073, 1.6549], [-11.4435, -9.1835, 2.8970], [-10.1732, -8.9668, 3.2433], [-9.1425, -8.6195, 2.2262], [-7.9871, -8.4074, 2.5770], [-9.5608, -8.5489, 0.8174], [-10.8305, -8.7690, 0.4709], [-11.8662, -9.0890, 1.4912], [-13.0288, -9.2682, 1.1441], [-11.2299, -8.7069, -0.8515], [-9.7679, -9.0563, 4.5624], [-12.2034, -9.4345, 3.6262], [-8.7980, -8.3131, 0.0864], [-12.1924, -8.9019, -0.8427], [-8.8067, -8.8555, 4.5542], [0.0305, -2.7257, -1.7250], [0.2817, -1.4929, -1.2801], [1.6526, -1.0840, -0.8667], [1.8564, 0.0614, -0.4800], [2.7228, -2.0912, -0.9366], [2.4707, -3.3249, -1.3783], [1.1058, -3.7253, -1.8175], [0.9089, -4.8611, -2.2360], [3.4712, -4.2772, -1.4440], [-0.7245, -0.5488, -1.1879], [-0.9608, -3.0357, -2.0308], [3.7107, -1.7859, -0.6164], [3.0390, -5.0857, -1.7962], [-0.2910, 0.2613, -0.8414], [2.2003, 5.4055, -7.2308], [2.4444, 4.8020, -6.0659], [3.3715, 5.3987, -5.0648], [3.5615, 4.8304, -3.9953], [4.0358, 6.6653, -5.4098], [3.7942, 7.2669, -6.5762], [2.8463, 6.6841, -7.5651], [2.6306, 7.2697, -8.6209], [4.4172, 8.4560, -6.9080], [1.8430, 3.5987, -5.7458], [1.5270, 4.9841, -7.9666], [4.7208, 7.0789, -4.6808], [4.0768, 8.6889, -7.7993], [2.1787, 3.3689, -4.8520], [0.1842, 10.5625, -3.5315], [0.0668, 9.7017, -4.5444], [0.4245, 8.2650, -4.3842], [0.2880, 7.4940, -5.3276], [0.9402, 7.8247, -3.0786], [1.0608, 8.6863, -2.0668], [0.6771, 10.1166, -2.2192], [0.7819, 10.8807, -1.2656], [1.5473, 8.2798, -0.8379], [-0.3933, 10.1140, -5.7816], [-0.0743, 11.6089, -3.6335], [1.2132, 6.7818, -2.9810], [1.5373, 9.0841, -0.2744], [-0.3889, 9.3085, -6.3432], [-12.1398, -4.7947, 3.1998], [-11.6575, -3.6955, 3.7829], [-10.4740, -2.9816, 3.2287], [-10.0653, -1.9633, 3.7756], [-9.8309, -3.5411, 2.0296], [-10.3112, -4.6422, 1.4487], [-11.5109, -5.3400, 1.9870], [-11.9400, -6.3396, 1.4204], [-9.7100, -5.1750, 0.3231], [-12.2417, -3.1786, 4.9247], [-13.0006, -5.3224, 3.5907], [-8.9609, -3.0225, 1.6476], [-10.2429, -5.9672, 0.0929], [-11.7124, -2.3831, 5.1513], [4.9947, -4.2093, 2.2620], [4.8773, -5.0701, 1.2490], [5.2350, -6.5067, 1.4093], [5.0986, -7.2777, 0.4659], [5.7507, -6.9471, 2.7149], [5.8713, -6.0854, 3.7267], [5.4876, -4.6551, 3.5743], [5.5925, -3.8910, 4.5279], [6.3579, -6.4919, 4.9556], [4.4172, -4.6578, 0.0119], [4.7363, -3.1628, 2.1600], [6.0238, -7.9900, 2.8125], [6.3478, -5.6876, 5.5191], [4.4216, -5.4633, -0.5497], [9.0181, -2.0468, -1.2963], [7.7824, -2.3219, -0.8743], [7.2718, -1.7938, 0.4211], [6.1253, -2.0479, 0.7735], [8.1826, -0.9788, 1.2401], [9.4194, -0.7067, 0.8195], [9.9201, -1.2119, -0.4883], [11.0555, -0.9298, -0.8563], [10.2816, 0.0563, 1.5855], [6.9297, -3.1082, -1.6271], [9.4013, -2.4223, -2.2368], [7.8048, -0.6162, 2.1875], [11.1127, 0.1120, 1.0653], [6.0966, -3.1588, -1.1098]], "mulliken_charge": [-0.907, 0.291, -0.179, -0.001, -0.025, 0.915, -0.618, -0.626, -0.629, 0.225, 0.354, 0.236, -0.786, -0.114, 1.004, -0.785, -1.013, 0.164, 1.342, -0.824, -0.496, -0.594, 0.415, 0.945, 0.268, 0.288, -0.973, 0.297, 0.946, -0.630, -0.701, 0.350, 0.794, -0.556, -0.519, -0.572, 0.431, 0.449, 0.522, 0.344, -0.802, 0.392, 0.842, -0.635, -0.780, 0.119, 0.858, -0.655, -0.367, -0.536, 0.438, 0.515, 0.309, 0.322, -0.839, 0.172, 0.968, -0.630, -0.799, 0.437, 0.877, -0.651, -0.610, -0.608, 0.443, 0.526, 0.332, 0.357, -0.871, 0.282, 0.840, -0.334, -0.953, 0.153, 0.935, -0.657, -0.519, -0.565, 0.462, 0.616, 0.393, 0.185, -0.731, 0.378, 0.655, -0.538, -1.256, 0.537, 1.006, -0.648, -0.597, -0.597, 0.411, 0.638, 0.334, 0.340, -0.896, 0.389, 0.876, -0.603, -0.886, 0.221, 0.827, -0.621, -0.506, -0.582, 0.420, 0.666, 0.340, 0.350, -0.969, 0.384, 0.848, -0.604, -0.778, 0.339, 0.917, -0.537, -0.618, -0.575, 0.457, 0.499, 0.293, 0.351, -0.501, -0.158, 0.893, -0.651, -0.980, 0.324, 0.647, -0.615, -0.576, -0.018, 0.645, 0.418, 0.354, 0.298, -0.768, 0.436, 0.722, -0.390, -1.064, 0.341, 0.920, -0.617, -0.573, -0.591, 0.446, 0.488, 0.344, 0.296], "fmax_ev_per_a": 10.0, "homo_ev": -5.57, "e_lumo_ev": -0.87, "total_charge": -1, "homo_lumo_gap_ev": 4.7}

[3]
{"formula": "C5H6ClN", "method": "wB97M-V/def2-TZVPD", "species": ["C", "C", "N", "C", "Cl", "C", "C", "H", "H", "H", "H", "H", "H"], "coordinates": [[-4.3348, 0.9945, -0.1675], [-3.1457, 0.7656, 0.0195], [-1.8506, 0.6836, 0.3867], [-0.9697, -0.1756, 0.2728], [-1.4314, -1.8888, -0.0621], [0.4338, -0.0829, 0.6754], [1.4093, -0.5650, -0.2996], [-5.3035, 1.1136, -0.4685], [0.5773, -0.6967, 1.6655], [0.6231, 0.9109, 0.9193], [0.9168, -0.2578, -1.3255], [1.5469, -1.7090, -0.3068], [2.3640, -0.0256, -0.0641]], "nbo_charge": [-0.259, 0.159, -0.465, 0.389, -0.099, -0.487, -0.604, 0.229, 0.233, 0.235, 0.212, 0.229, 0.227], "smiles": "C#C/N=C(\\Cl)CC", "e_above_lowest_kcal_mol": 65.4, "fmax_ev_per_a": 4.3, "homo_ev": -9.33, "e_lumo_ev": 0.17, "homo_lumo_gap_ev": 9.5}